A cluster of 3 separate species, C12H29F2O6S2 in total at a distorted geometry, computed with ωB97M-V/def2-TZVPD.

Geometry (Å):
F -2.839 -1.578 6.569
S -2.527 -2.475 7.917
F -3.915 -3.342 8.090
S -2.494 -1.081 9.473
H -1.264 -1.170 10.110
C -0.799 -1.709 -1.346
O -0.425 -2.227 -0.082
C 0.666 -1.513 0.483
C 0.773 -1.805 1.972
O -0.138 -1.033 2.756
C -1.500 -1.449 2.706
C -1.766 -2.710 3.515
O -1.389 -3.862 2.777
C -1.257 -5.002 3.602
H 0.037 -1.765 -2.049
H -1.625 -2.309 -1.728
H -1.141 -0.674 -1.247
H 0.537 -0.436 0.327
H 1.581 -1.848 -0.021
H 1.769 -1.499 2.304
H 0.676 -2.870 2.186
H -1.847 -1.546 1.676
H -2.067 -0.632 3.162
H -2.841 -2.789 3.729
H -1.207 -2.665 4.459
H -0.462 -4.850 4.340
H -0.985 -5.848 2.972
H -2.204 -5.225 4.107
C 0.630 4.590 -6.221
O 0.719 4.124 -4.888
C -0.517 3.594 -4.426
C -0.296 2.744 -3.184
O 0.155 1.424 -3.486
C 1.522 1.315 -3.882
C 2.492 1.455 -2.718
O 2.693 2.827 -2.402
C 3.266 2.998 -1.122
H -0.124 5.379 -6.306
H 1.601 4.997 -6.503
H 0.391 3.764 -6.898
H -0.986 2.987 -5.208
H -1.171 4.439 -4.178
H -1.264 2.610 -2.691
H 0.364 3.233 -2.467
H 1.755 2.008 -4.692
H 1.625 0.303 -4.284
H 3.464 1.030 -2.998
H 2.098 0.920 -1.846
H 2.593 2.611 -0.348
H 3.408 4.065 -0.953
H 4.237 2.496 -1.062

Cartesian forces (eV/Å) of the 2 atoms listed first:
-0.126 -1.662 3.112
-0.789 -0.121 -1.189

Values from the calculation:
* max |F|: 3.53 eV/Å
* highest occupied orbital energy: -10.4 eV
* charge: +1

Löwdin population analysis, charges in e, atoms 1 to 2: number 1, F, carries -0.276; number 2, S, carries 0.952

A cluster of 2 separate species, C12H29N in total at a distorted geometry, computed with ωB97M-V/def2-TZVPD.

Geometry (Å):
C 0.077 0.316 -1.512
C -0.775 -0.873 -1.796
N -1.624 -0.780 -3.059
C -0.842 -0.816 -4.329
C 0.133 -1.979 -4.513
C -2.791 -1.715 -3.166
C -4.053 -1.073 -2.729
H 0.821 0.490 -2.345
H 0.648 0.380 -0.575
H -0.421 1.202 -1.717
H -1.444 -1.217 -1.042
H -0.109 -1.983 -1.888
H -0.287 0.166 -4.493
H -1.490 -0.862 -5.213
H -0.530 -2.813 -4.508
H 0.894 -1.959 -3.730
H 0.584 -1.958 -5.694
H -2.473 -2.673 -2.660
H -3.116 -2.002 -4.147
H -3.685 -0.484 -1.867
H -4.839 -1.845 -2.607
H -4.255 -0.343 -3.444
C -0.647 -0.805 2.315
C 0.579 0.071 2.562
C 1.070 0.170 3.997
C 2.342 1.149 4.172
C 2.124 2.652 3.695
C 3.465 3.394 3.579
H -1.494 -0.572 2.923
H -0.197 -1.771 2.387
H -0.810 -0.720 1.324
H 0.258 1.208 2.306
H 1.399 -0.325 1.986
H 1.150 -0.916 4.505
H 0.251 0.809 4.585
H 3.132 0.918 3.475
H 2.810 1.030 5.070
H 1.402 3.148 4.386
H 1.623 2.777 2.854
H 3.929 2.910 2.826
H 3.991 3.459 4.656
H 3.192 4.217 3.443

Cartesian forces (eV/Å) of the 2 atoms listed first:
2.272 -0.249 -1.521
0.394 -4.546 -2.389

Values from the calculation:
* max |F|: 13.62 eV/Å
* SMILES string: CCN(CC)CC.CCCCCC
* highest occupied orbital energy: -8.3 eV
* relative energy (zero: lowest compared OMol25 entry of this formula, charge and spin): 77.03 kJ/mol

Löwdin population analysis, charges in e, atoms 1 to 2: number 1, C, carries -0.098; number 2, C, carries -0.249

A structure of composition C12H29N3O6PRuS at a distorted geometry, computed with ωB97M-V/def2-TZVPD.

Geometry (Å):
Ru 0.012 -0.434 0.213
C 1.906 0.174 3.847
S 0.482 1.046 3.234
C -0.830 0.031 3.880
O 0.506 0.775 1.686
H 1.853 0.211 4.937
H 2.791 0.710 3.513
H 1.893 -0.858 3.497
H -0.689 -0.005 4.963
H -0.782 -0.971 3.454
H -1.779 0.513 3.661
O 0.115 -2.912 -2.825
C -0.673 -2.932 -1.946
C -1.840 -3.873 -1.685
C -2.554 -3.363 -0.425
C -1.718 -2.199 -0.030
O -1.817 -1.388 0.944
N -0.682 -1.960 -0.843
H -1.436 -4.879 -1.565
H -2.476 -3.887 -2.569
H -2.593 -4.086 0.392
H -3.583 -3.044 -0.598
C 4.718 -1.791 -0.398
C 4.369 -0.584 0.423
O 3.381 0.307 -0.250
P 2.019 -0.007 -0.904
O 2.070 -0.864 -2.175
C 2.922 -0.644 -3.394
C 3.335 -1.979 -3.935
O 1.415 1.436 -1.241
C 2.089 2.744 -0.991
C 2.989 3.101 -2.140
H 5.447 -2.378 0.162
H 5.177 -1.508 -1.344
H 3.856 -2.430 -0.592
H 5.217 0.076 0.576
H 3.937 -0.832 1.392
H 3.764 -0.017 -3.101
H 2.284 -0.092 -4.081
H 3.991 -2.513 -3.250
H 3.872 -1.814 -4.870
H 2.463 -2.596 -4.143
H 2.620 2.661 -0.045
H 1.266 3.446 -0.879
H 3.804 2.385 -2.246
H 3.434 4.077 -1.942
H 2.438 3.168 -3.077
N -3.190 1.403 -0.859
N -1.880 1.578 -0.798
H -3.574 0.931 -1.674
H -3.712 1.345 0.012
H -1.589 2.300 -0.137
H -1.438 1.703 -1.710

Cartesian forces (eV/Å) of the 2 atoms listed first:
0.843 -0.665 0.591
0.008 -0.022 -0.036

Values from the calculation:
* 2S+1: 5
* max |F|: 1.23 eV/Å
* highest occupied orbital energy (alpha / beta): -18.7 / -18.6 eV
* charge: +3
* relative energy (zero: lowest compared OMol25 entry of this formula, charge and spin): 90.04 kJ/mol

Löwdin population analysis, charges in e, atoms 1 to 2: number 1, Ru, carries 1.348; number 2, C, carries -0.210

A structure of composition C12H29NNbO at a distorted geometry, computed with ωB97M-V/def2-TZVPD.

Geometry (Å):
C 3.437 -3.184 -0.693
O 4.171 -2.046 -0.327
C 3.335 -0.908 -0.098
C 3.172 -0.113 -1.376
C 2.513 1.270 -1.264
C 2.953 2.166 -0.094
C 1.939 2.350 1.033
C 1.568 1.120 1.856
C 0.565 0.162 1.206
C -0.867 0.715 1.132
Nb -2.126 -0.687 -0.171
C -4.157 -0.224 0.747
C -5.236 0.237 -0.174
C -5.864 -0.770 -1.096
N -5.678 1.437 -0.243
H 4.138 -3.959 -0.990
H 2.769 -2.994 -1.535
H 2.843 -3.567 0.140
H 2.378 -1.247 0.297
H 3.828 -0.329 0.678
H 4.172 0.020 -1.785
H 2.589 -0.712 -2.073
H 1.430 1.186 -1.281
H 2.774 1.788 -2.186
H 3.129 3.161 -0.505
H 3.915 1.850 0.310
H 1.040 2.814 0.631
H 2.367 3.082 1.723
H 1.108 1.469 2.782
H 2.473 0.585 2.153
H 0.535 -0.751 1.804
H 0.906 -0.152 0.224
H -1.309 0.705 2.132
H -0.874 1.742 0.763
H -1.865 -2.055 1.063
H -3.146 -1.790 -1.246
H -2.402 0.616 -1.435
H -0.790 -1.339 -1.245
H -4.488 -1.160 1.202
H -4.059 0.523 1.536
H -6.855 -0.424 -1.372
H -5.253 -0.865 -1.987
H -5.927 -1.753 -0.636
H -5.153 2.026 0.401

Cartesian forces (eV/Å) of the 2 atoms listed first:
-0.047 -0.176 -0.104
0.134 0.167 0.081

Values from the calculation:
* max |F|: 2.08 eV/Å
* highest occupied orbital energy: -4.7 eV
* charge: -1

Löwdin population analysis, charges in e, atoms 1 to 2: number 1, C, carries -0.127; number 2, O, carries -0.193

What is the max |F| in the first record? 3.53 eV/Å

Which value of max |F| does entry 4 give? 2.08 eV/Å

max |F| of number 1 (C12H29F2O6S2)? 3.53 eV/Å

What is the max |F| in the fourth record? 2.08 eV/Å